# C25H44ClFN5O7P2

The ion C25H44ClFN5O7P2 with charge +1 (ωB97M-V with the def2-TZVPD basis set, the OMol25 dataset).

```
85
Properties=species:S:1:pos:R:3:forces:R:3
N -0.731 -1.162 0.022 0.6632 -0.5222 -0.0649
C 0.288 -1.534 -0.973 -0.7327 -0.1228 1.3226
O 0.201 -1.086 -2.077 0.8379 -0.1942 0.0880
C 1.399 -2.538 -0.502 0.0787 0.2216 -0.5140
C 2.857 -1.923 -0.645 -0.9795 -2.3557 0.1759
N 3.255 -1.193 0.582 1.0018 1.0898 -1.1534
Cl 3.592 -2.240 1.902 -0.1411 0.1185 0.1015
C 4.264 -0.210 0.367 0.1883 0.4968 0.0827
N 5.294 -0.216 -0.619 -2.4933 -1.6060 0.1707
C 4.886 0.360 -1.935 0.0080 2.0821 -0.6307
C 6.091 1.174 -2.591 -0.7144 -0.3383 -0.2902
O 5.551 2.474 -2.993 -0.0440 0.4293 1.8260
C 6.312 3.525 -2.463 0.4780 -0.6000 -1.0404
O 7.462 3.598 -2.758 -0.0993 0.4273 0.6447
P 6.246 -1.701 -0.712 2.0306 -0.4216 0.4383
P 6.052 -2.672 -2.678 0.3611 -1.1163 -2.9113
O 6.598 -1.852 -3.784 -0.5746 0.2584 1.4956
O 7.013 -4.024 -2.553 -2.5317 1.1722 0.6427
O 4.519 -3.184 -3.054 1.1895 0.0354 0.9822
N 4.221 0.856 1.132 0.4856 0.1705 0.4126
C 3.190 1.080 2.186 -1.8148 0.4721 0.0505
C 1.813 1.451 1.473 0.7418 0.8344 0.7032
C 0.714 1.902 2.503 -0.2826 0.7327 -0.8379
C -0.454 2.598 1.658 0.0761 -0.8904 -0.1727
C -1.910 2.155 2.097 0.5591 0.1044 -0.0649
C -2.676 1.378 0.961 -1.3616 0.5672 0.0779
C -4.106 2.021 0.686 0.6003 -0.6178 -0.3928
C -4.951 1.140 -0.312 -0.1006 0.4135 -0.4150
C -6.498 1.367 -0.157 -0.3633 -0.0444 0.3647
C -7.062 0.970 1.270 0.3407 0.0229 -0.3693
C -6.720 -0.509 1.697 -0.7634 0.0784 0.5229
C -7.778 -1.568 1.181 0.2366 0.4552 -0.3331
N -7.308 -2.232 -0.069 -1.1269 1.1106 2.7290
C -7.853 -1.911 -1.288 2.5524 -2.6168 -1.8939
C -7.125 -2.761 -2.219 0.2608 0.1589 2.1329
C -6.169 -3.567 -1.414 -1.1427 1.3804 0.6760
C -6.324 -3.192 -0.014 -0.2438 -0.3250 -4.5471
C 5.219 1.945 0.991 0.0833 1.3337 0.8942
C 6.463 1.631 1.887 0.4359 0.6900 0.3832
O 6.985 0.588 2.001 -0.2590 -0.4811 -0.2442
F 6.941 2.689 2.635 -1.1151 -0.6740 -1.3036
H -0.300 -0.607 0.771 -0.1786 -0.1354 -0.3306
H -1.075 -2.010 0.490 0.1603 0.3064 -0.1874
H 1.322 -3.429 -1.187 0.2243 0.8544 0.6006
H 1.206 -2.895 0.536 0.2122 0.3277 -0.7669
H 3.531 -2.817 -0.725 -0.4506 1.0133 -0.4427
H 2.831 -1.301 -1.568 0.3770 -0.1318 0.9397
H 4.400 -0.349 -2.646 0.6189 0.2798 0.6178
H 4.108 1.148 -1.713 0.6730 -0.7708 -0.2310
H 6.866 1.305 -1.795 -0.3378 -0.1931 -0.9237
H 6.473 0.704 -3.523 -0.0480 0.0358 1.0047
H 5.806 4.255 -1.780 -0.1354 -0.5823 -0.7043
H 5.680 -2.676 0.183 -0.3601 0.6584 -0.4831
H 6.456 -4.819 -2.429 0.4634 0.1727 -0.0265
H 3.995 -2.479 -3.472 0.4128 -0.3246 -0.1318
H 3.097 0.235 2.906 0.2245 0.3744 -0.8436
H 3.432 1.986 2.804 0.3022 -0.9320 -0.7595
H 1.460 0.657 0.776 0.2525 0.4901 0.7070
H 2.054 2.353 0.840 -0.2846 -0.8263 0.4508
H 1.097 2.690 3.210 -0.0312 -1.0006 -0.5403
H 0.332 1.041 3.106 0.2817 0.6401 -0.5161
H -0.314 3.712 1.636 -0.1615 -1.0387 0.2138
H -0.321 2.255 0.592 -0.1394 0.4120 0.9258
H -1.829 1.476 2.986 -0.0537 0.6440 -0.6493
H -2.464 3.062 2.456 0.2580 -0.8677 -0.4950
H -2.151 1.368 -0.025 -0.1055 -0.0171 0.8976
H -2.840 0.313 1.259 0.2099 0.7774 -0.2456
H -4.633 2.178 1.657 0.3802 -0.0861 -0.7451
H -3.932 3.008 0.184 -0.2685 -0.6016 0.7010
H -4.673 1.476 -1.351 -0.2429 -0.4693 0.8931
H -4.659 0.057 -0.257 -0.3703 0.9186 0.1002
H -7.100 0.801 -0.916 0.8454 0.4277 0.4294
H -6.693 2.461 -0.344 0.0651 -1.0059 0.2446
H -6.675 1.724 2.004 -0.2953 -0.8765 -0.4212
H -8.182 1.056 1.301 0.9546 0.1247 -0.1711
H -5.713 -0.845 1.348 -0.7453 0.3876 0.4209
H -6.754 -0.544 2.822 0.2142 -0.0212 -1.0108
H -8.750 -1.072 0.915 0.8798 -0.4326 0.4640
H -7.971 -2.345 1.960 0.1599 0.5737 -0.6873
H -8.641 -1.157 -1.488 0.7920 -0.7764 0.6039
H -7.238 -2.800 -3.320 0.0421 0.0341 1.0544
H -5.461 -4.306 -1.834 -0.6089 0.5762 0.4369
H -5.773 -3.566 0.867 -0.8302 0.6113 -0.5313
H 4.768 2.884 1.414 0.2192 -0.9836 -0.4689
H 5.467 2.180 -0.066 0.0993 -0.4964 0.8678
```
Forces are in eV/Å.

As for the SMILES: NC(=O)CCN(Cl)/C(N(CCOC=O)PP(=O)(O)O)=[N+](\CCCCCCCCCCCCn1cccc1)CC(=O)F. The value obtained for the LUMO energy is -4.861 eV. As for the total charge: +1.

These are the Löwdin partial charges, in e, on atoms 1 to 5: N 0.10; C -0.46; O 0.13; C -0.08; C -0.23

***

# C25H44HgN2O4Si

A structure of composition C25H44HgN2O4Si (ωB97M-V with the def2-TZVPD basis set, the OMol25 dataset).

```
77
Properties=species:S:1:pos:R:3:forces:R:3
C 2.368 -0.093 4.117 0.0535 -0.0056 0.5657
C 3.841 -0.255 3.735 0.1906 -0.1114 0.4063
H 2.287 0.513 5.023 -0.0685 -0.0030 -0.0537
H 1.888 -1.055 4.330 0.1087 0.1317 -0.0931
H 1.751 0.406 3.355 0.2210 -0.2247 0.3920
H 4.249 0.618 3.216 -0.1639 -0.1165 0.0748
H 4.447 -0.396 4.638 -0.1555 0.0689 -0.0522
H 4.024 -1.137 3.123 -0.1012 0.1641 -0.0304
C -0.694 2.665 1.673 0.1453 0.3427 -0.7189
C -1.774 3.498 1.398 0.2919 0.0676 0.0116
C -1.621 4.491 0.424 0.0663 -0.3882 0.1929
C -0.422 4.589 -0.275 0.4030 -0.4500 0.2334
H -0.741 1.883 2.433 -0.0980 0.2430 -0.3000
H -2.702 3.342 1.945 0.1890 0.2185 -0.1768
H -2.444 5.165 0.207 0.1301 -0.0868 -0.0325
H -0.266 5.315 -1.065 -0.2453 -0.0289 0.1720
N 0.456 2.752 0.981 -0.3212 0.4962 0.5069
C 0.615 3.688 0.016 -0.7800 -0.5542 0.7240
C 1.882 3.630 -0.753 1.3819 -0.2053 -0.9054
N 2.673 2.563 -0.517 -0.2381 0.4566 -0.3617
C 3.771 2.345 -1.240 -0.2689 0.6462 -0.1919
C 3.399 4.351 -2.500 -0.0679 -0.0331 0.1081
C 4.169 3.215 -2.261 -0.2530 -0.1584 0.3061
H 4.344 1.447 -1.003 -0.1850 0.2477 -0.0187
H 5.058 2.975 -2.836 -0.1232 0.1740 -0.0035
C 2.251 4.573 -1.735 -0.3417 -0.3808 0.4974
H 1.618 5.448 -1.874 0.3366 -0.1511 -0.1892
H 3.685 5.058 -3.284 -0.1246 -0.2322 0.3153
Hg 1.751 0.875 1.205 -0.2866 -0.4786 -1.8878
C 3.309 -0.488 0.740 0.2523 -0.2285 0.2090
H 4.257 -0.026 1.034 -0.1071 -0.2592 -0.1480
H 3.282 -0.613 -0.352 -0.1397 0.0151 0.3180
H 3.207 -1.469 1.230 -0.0465 0.4886 -0.3250
C 0.797 -2.175 -3.170 0.0626 -0.0881 -0.0883
C -0.290 -1.111 -3.038 0.0807 0.0593 0.3930
C 0.389 0.254 -2.892 0.2616 0.2916 -0.0696
C -1.188 -1.086 -4.277 -0.0956 -0.0862 -0.0144
O -1.113 -1.461 -1.907 0.5786 0.3615 -0.3066
Si -0.920 -1.147 -0.279 -0.1644 -0.2614 0.0814
O -0.217 0.241 0.007 0.0759 0.0296 0.4460
O -2.476 -1.312 0.336 -0.1774 0.4071 -0.4104
C -3.671 -0.812 -0.307 0.3889 -0.1179 0.1040
C -3.410 0.581 -0.885 -0.1138 0.2513 -0.2324
C -4.030 -1.803 -1.415 -0.1122 -0.0778 -0.2298
C -4.776 -0.741 0.758 0.0414 -0.0622 0.0120
O -0.126 -2.457 0.386 -0.2591 0.0227 0.5851
C -0.383 -3.013 1.701 0.2075 0.0822 -0.3510
C -0.792 -1.940 2.720 -0.1612 0.1622 0.2904
C -1.470 -4.076 1.597 -0.2492 0.0251 -0.1040
C 0.887 -3.730 2.148 0.3597 -0.0546 0.0114
H 1.461 -1.924 -4.010 -0.1173 -0.1670 0.1953
H 0.339 -3.156 -3.344 0.1443 0.1370 0.0351
H 1.390 -2.224 -2.244 -0.1812 0.0110 -0.2636
H 0.918 0.499 -3.829 -0.2100 -0.1301 0.2038
H -0.334 1.055 -2.691 0.1079 -0.2121 0.0504
H 1.134 0.249 -2.084 -0.3092 0.0217 -0.1167
H -1.663 -2.065 -4.427 0.0596 0.2322 0.0555
H -1.975 -0.320 -4.179 0.2269 -0.2463 0.0392
H -0.592 -0.848 -5.172 -0.1515 -0.0908 0.2485
H -2.779 0.510 -1.782 -0.0870 0.0437 0.2582
H -4.353 1.070 -1.175 0.1790 -0.1749 0.0595
H -2.896 1.219 -0.156 -0.0841 -0.1697 -0.0867
H -4.268 -2.777 -0.970 -0.0637 0.1562 -0.0769
H -4.888 -1.451 -2.008 0.1167 -0.1056 0.1958
H -3.165 -1.942 -2.082 -0.4694 0.1329 0.2888
H -5.014 -1.744 1.138 0.1166 0.2110 -0.0805
H -4.467 -0.117 1.611 0.0011 -0.1298 -0.2654
H -5.695 -0.310 0.331 0.2555 -0.1394 0.0774
H -1.842 -1.652 2.571 0.3643 -0.0008 -0.0151
H -0.694 -2.323 3.750 0.0261 0.0267 -0.3301
H -0.170 -1.033 2.638 -0.1093 -0.3412 -0.0637
H -1.161 -4.841 0.875 -0.0765 0.0784 0.1748
H -1.621 -4.536 2.582 -0.0327 -0.0092 -0.2179
H -2.411 -3.635 1.255 0.1397 -0.0373 0.0715
H 1.122 -4.542 1.451 -0.0400 0.1371 0.0447
H 1.766 -3.077 2.196 -0.2223 0.0991 -0.0132
H 0.732 -4.171 3.139 0.0376 0.0585 -0.1303
```
Forces are in eV/Å.

The value obtained for the LUMO energy is -0.683 eV.

These are the Löwdin partial charges, in e, on atoms 1 to 5: C -0.18; C -0.19; H 0.07; H 0.07; H -0.03